1.
{"formula": "C16H10ClEuF5", "method": "ωB97M-V with the def2-TZVPD basis set", "homo_lumo_gap_ev": [5.5, 7.2], "lumo_ev": [1.15, 2.79], "homo_ev": [-4.39, -4.44], "relative_energy_ev": 0.000, "total_charge": -1, "total_energy_ev": -62193.8644, "multiplicity": 7, "elements": ["F", "C", "H", "C", "F", "C", "H", "C", "Cl", "C", "H", "H", "H", "F", "Eu", "H", "C", "C", "C", "C", "H", "H", "C", "C", "C", "F", "C", "C", "H", "C", "F", "H", "C"], "coordinates": [[-5.528, -1.580, 2.039], [-1.739, -0.420, 0.783], [3.972, -1.298, -0.244], [-1.958, -1.684, 1.281], [-2.653, 1.622, -0.018], [-4.307, -1.228, 1.581], [3.035, 0.088, -2.379], [0.279, 2.837, -0.892], [1.715, -0.113, 2.938], [-2.812, 0.419, 0.602], [0.664, -0.974, -3.103], [-0.159, 3.189, 1.294], [2.462, 2.663, 1.662], [-0.905, -2.578, 1.359], [0.797, -0.196, 0.607], [1.631, 2.436, -2.636], [2.042, -2.451, -0.404], [1.259, -1.274, -2.238], [1.943, 2.664, 0.704], [-3.235, -2.114, 1.687], [-0.676, 3.024, -1.381], [2.130, -3.173, 0.410], [-4.100, 0.035, 1.020], [2.525, 2.403, -0.575], [3.012, -1.449, -0.739], [-3.418, -3.370, 2.144], [0.953, -2.332, -1.330], [1.499, 2.522, -1.558], [0.064, -2.961, -1.367], [2.519, -0.723, -1.864], [-5.138, 0.883, 0.874], [3.578, 2.199, -0.767], [0.551, 2.935, 0.508]], "mulliken_charge": [-0.311, -0.375, 0.374, 0.317, -0.277, 0.484, 0.484, -0.464, -0.561, 0.407, 0.371, 0.420, 0.444, -0.328, 1.380, 0.398, -0.634, -0.568, -0.736, 0.041, 0.383, 0.430, -0.005, -0.365, -0.572, -0.315, -0.513, -0.408, 0.460, -0.351, -0.318, 0.424, -0.718]}



2.
{"formula": "C16H10ClF5Ru", "method": "ωB97M-V with the def2-TZVPD basis set", "homo_lumo_gap_ev": [7.1, 6.2], "lumo_ev": [-0.46, -2.48], "homo_ev": [-7.56, -8.71], "total_charge": 0, "total_energy_ev": -45438.6321, "multiplicity": 5, "elements": ["F", "H", "H", "Ru", "C", "H", "C", "C", "Cl", "C", "C", "H", "C", "H", "C", "H", "C", "H", "H", "C", "C", "F", "C", "C", "F", "C", "F", "C", "F", "C", "H", "H", "C"], "coordinates": [[-4.016, 1.969, 0.445], [-1.006, 1.667, -2.723], [0.358, -2.104, 2.455], [0.771, 0.004, -0.295], [0.254, -0.170, -2.971], [0.498, -2.139, -1.939], [-0.072, 1.157, -2.524], [1.687, -0.337, -2.820], [1.806, 1.774, 0.440], [2.135, -1.782, -0.368], [0.720, -1.994, 1.411], [-0.428, -0.829, -3.502], [-0.774, 0.466, 1.305], [2.252, -1.155, -3.250], [-3.106, 1.545, 2.600], [2.858, -1.698, 1.818], [-1.871, 0.986, 0.647], [-1.208, -2.298, 0.197], [1.197, 2.813, -1.809], [-0.908, 0.419, 2.694], [-2.984, 1.581, 1.232], [-2.241, 0.631, 4.655], [1.134, 1.772, -2.030], [-2.065, 0.918, 3.314], [0.089, -0.118, 3.428], [2.207, 0.836, -2.246], [-4.304, 1.763, 3.239], [0.786, -1.919, -0.915], [-2.013, 0.944, -0.727], [2.038, -1.784, 1.089], [3.066, -1.964, -0.888], [3.252, 1.083, -2.189], [-0.111, -2.039, 0.229]], "mulliken_charge": [-0.289, 0.456, 0.523, 0.128, -0.429, 0.701, -0.272, -0.439, -0.401, 0.119, -0.038, 0.502, -0.694, 0.538, 0.478, 0.416, 1.075, 0.411, 0.609, 0.652, -0.010, -0.289, -1.039, 0.125, -0.331, -0.076, -0.268, -1.606, -0.273, -0.643, 0.489, 0.373, -0.498]}



Computed values of max |F| (unit: eV Å⁻¹) for the preceding records, in sequence: 2.93, 3.74.